This record from the OMol25 dataset describes a 2-piece molecular cluster, CH3FIP overall in a non-equilibrium geometry. The level of theory is ωB97M-V/def2-TZVPD.

Each line ends with the Löwdin charge.
Atoms and positions in Å:
C 0.4066 -0.2215 -0.4403  -1.019
F -2.0104 0.8114 0.0510  -0.399
P -0.4424 1.2101 0.2297  0.706
I 2.4778 -0.4230 0.1808  0.616
H -0.3239 -1.7729 -0.0217  0.185
H 0.3797 -0.3930 -1.5587  -0.027
H -0.4876 0.7889 1.5593  -0.063

total charge: 0
HOMO-LUMO gap: 9.1 eV
molar mass: 191.91 g mol⁻¹
E_LUMO: -0.01301 hartree
electronic energy: -778.71964 hartree
ΔE to the lowest compared entry with this formula, charge and spin: 249.67 kJ/mol



This record from the OMol25 dataset describes an isolated ion of composition CH3FNO2S and charge -1 in a non-equilibrium geometry. The level of theory is ωB97M-V/def2-TZVPD.

Each line ends with the Löwdin charge.
Atoms and positions in Å:
N 0.3940 -1.1712 -0.5883  -0.116
S -0.4999 -0.2552 0.6302  0.550
O -1.8939 -0.6914 0.6263  -0.438
O 0.2666 -0.4670 1.8462  -0.431
C -0.1853 1.6974 0.0661  -0.234
F 1.0615 1.3329 -0.4891  -0.311
H 0.6391 -0.6536 -1.4203  0.028
H 1.0432 -1.3556 0.1556  -0.004
H -0.8252 1.5637 -0.8267  -0.044

total charge: -1
HOMO-LUMO gap: 7.7 eV
molar mass: 112.11 g mol⁻¹
SMILES: N[S@@](=O)([O-])=CF
E_LUMO: 0.15179 hartree
electronic energy: -743.13103 hartree
ΔE to the lowest compared entry with this formula, charge and spin: 303.82 kJ/mol



This record from the OMol25 dataset describes a 2-piece molecular cluster, CH3FO2S overall in a non-equilibrium geometry. The level of theory is ωB97M-V/def2-TZVPD.

Each line ends with the Löwdin charge.
Atoms and positions in Å:
C 0.1102 -0.0711 0.0529  0.138
O -1.4292 -0.2798 3.1516  -0.342
O -0.5863 2.0358 2.9015  -0.322
F 1.0986 0.0791 3.0416  -0.305
S -0.4585 0.6464 2.5839  0.761
H 0.0853 -1.0141 0.7061  0.041
H -0.8733 0.3232 -0.2729  0.026
H 0.8724 0.6787 0.1364  0.003

total charge: 0
HOMO-LUMO gap (spin up / spin down): 9.0 / 7.6 eV
molar mass: 98.10 g mol⁻¹
E_LUMO (spin up / spin down): -0.06320 / -0.10379 hartree
electronic energy: -688.30597 hartree
ΔE to the lowest compared entry with this formula, charge and spin: 264.81 kJ/mol



This record from the OMol25 dataset describes CH3FO2S as an isolated structure in a non-equilibrium geometry. The level of theory is ωB97M-V/def2-TZVPD.

Each line ends with the Löwdin charge.
Atoms and positions in Å:
C 0.0046 -0.8872 -0.2111  -0.010
O -1.3210 1.4076 -0.6166  -0.353
O 1.1814 1.4327 -0.5519  -0.326
F 1.2450 -1.3565 0.9170  -0.243
S -0.0849 0.9593 -0.0847  0.666
H -0.8165 -1.4266 0.3055  0.101
H 0.1288 -1.3999 -1.0605  0.042
H -0.3375 1.2705 1.3022  0.122

total charge: 0
HOMO-LUMO gap: 11.4 eV
molar mass: 98.10 g mol⁻¹
E_LUMO: -0.01640 hartree
electronic energy: -688.30961 hartree
ΔE to the lowest compared entry with this formula, charge and spin: 255.27 kJ/mol